# 1
Below is an isolated ion of composition C8H14NS and charge +1 at a distorted geometry, with properties calculated with wB97M-V/def2-TZVPD.

energy relative to the best compared isomer or geometry (same formula, charge and spin)	213.6	kJ/mol
charge	+1
energy	-20839.6078	eV
spin multiplicity	1

Each line ends with the natural charge from an NBO analysis.
Atoms and positions in Å:
C: -2.0223 1.1339 0.7610  0.285
C: -1.4193 -1.0420 -0.2426  0.244
C: 0.9534 -1.7226 0.3490  -0.414
C: 2.0720 -0.7970 0.7977  -0.412
C: 0.1276 -1.0272 -0.7895  -0.237
C: 1.7787 0.5716 0.1113  -0.386
C: 0.9769 0.2182 -1.1193  -0.441
C: -2.9578 2.2949 0.4023  -0.689
N: -2.0749 0.0157 0.1486  -0.401
S: -2.1661 -2.5998 -0.1719  0.265
H: -1.5424 1.2920 1.7760  0.224
H: 1.2429 -2.7073 0.0085  0.236
H: 0.2622 -1.9682 1.1533  0.216
H: 2.1495 -0.6765 1.8250  0.228
H: 3.0663 -1.1937 0.3300  0.221
H: 0.0701 -1.6740 -1.6681  0.237
H: 0.5672 1.1500 -1.5136  0.238
H: 1.0980 1.1732 0.7977  0.185
H: 2.7957 1.1344 -0.1690  0.249
H: 1.5883 -0.0550 -1.9051  0.234
H: -2.3297 3.2123 0.3666  0.264
H: -3.5305 2.3974 1.3613  0.265
H: -3.6870 2.1857 -0.5090  0.269
H: -1.1823 -3.0835 -0.7598  0.121

***

# 2
Below is CH4ClN as an isolated structure at a distorted geometry, with properties calculated with wB97M-V/def2-TZVPD.

energy relative to the best compared isomer or geometry (same formula, charge and spin)	216.7	kJ/mol
energy	-15112.1135	eV
spin multiplicity	1

Each line ends with the natural charge from an NBO analysis.
Atoms and positions in Å:
C: 0.6943 0.6626 -0.0992  -0.268
N: -0.7748 -0.6334 0.0594  -0.857
Cl: 2.1876 -0.2478 0.0285  -0.049
H: 0.5216 1.0012 0.9161  0.252
H: 0.6071 0.9628 -1.1548  0.241
H: -0.3085 -1.4738 0.3884  0.342
H: -0.9944 -0.7717 -0.9604  0.339

***

# 3
Below is C22H22BrCl4IrN4O4S as an isolated structure at a distorted geometry, with properties calculated with wB97M-V/def2-TZVPD.

energy relative to the best compared isomer or geometry (same formula, charge and spin)	129.9	kJ/mol
charge	+1
energy	-171123.9031	eV
spin multiplicity	2

Each line ends with the Mulliken spin population.
Atoms and positions in Å:
Ir: -0.8461 1.1689 -0.1191  -0.007
N: -1.3668 2.3583 1.4935  -0.001
C: -2.8379 2.4575 1.6909  0.000
C: -3.4362 1.0664 1.4675  -0.001
N: -3.0147 0.5294 0.1549  0.004
C: -3.8106 0.9273 -1.0193  0.000
C: -3.2626 2.2314 -1.5749  0.000
N: -1.8124 2.0287 -1.6899  -0.001
H: -0.9136 3.2692 1.4784  0.001
H: -0.9693 1.8671 2.2924  0.004
H: -3.0674 2.8014 2.7004  0.000
H: -3.2232 3.2005 0.9995  0.000
H: -3.0507 0.3822 2.2193  0.006
H: -4.5234 1.1066 1.5716  0.000
H: -2.9528 -0.4838 0.2005  0.004
H: -3.6882 0.1375 -1.7628  0.000
H: -4.8749 1.0141 -0.7911  0.000
H: -3.7113 2.4686 -2.5401  0.000
H: -3.4436 3.0770 -0.9176  0.000
H: -1.6336 1.2977 -2.3923  0.000
H: -1.3159 2.8722 -1.9754  0.000
Cl: 0.0500 -2.9994 5.8841  0.015
C: 0.2480 -1.9021 4.5874  0.052
C: 1.4095 -1.0516 4.5653  0.127
Cl: 2.5431 -1.1703 5.8388  0.027
C: 1.6067 -0.1578 3.5449  -0.061
Cl: 2.9791 0.8714 3.4664  -0.003
C: 0.6536 -0.0437 2.4961  0.233
O: 0.7759 0.7879 1.5396  0.193
C: -0.5073 -0.9225 2.4994  0.159
O: -1.2941 -0.8095 1.5323  0.243
C: -0.6790 -1.8385 3.5864  0.002
Cl: -2.0756 -2.8322 3.5465  0.005
Br: -0.3718 -4.6419 -2.7826  0.000
C: 0.7195 -3.6573 -1.5996  0.002
C: 1.8519 -4.3247 -1.1457  0.000
C: 2.7462 -3.7052 -0.2893  0.001
C: 2.5198 -2.3958 0.1124  0.007
C: 1.4015 -1.7332 -0.3551  -0.023
C: 0.4732 -2.3380 -1.2041  0.001
C: -0.7143 -1.5649 -1.6731  -0.012
O: -1.7016 -2.0763 -2.1363  -0.001
O: -0.6482 -0.2096 -1.6578  0.004
H: 2.0238 -5.3405 -1.4723  0.000
H: 3.6203 -4.2442 0.0509  0.000
H: 3.2071 -1.8933 0.7811  -0.002
H: 1.2376 -0.7128 -0.0478  0.022
S: 0.9017 2.5315 -0.7472  0.000
C: 2.0697 1.8171 -1.8027  0.001
N: 1.9255 0.5702 -2.2702  -0.001
C: 2.8272 -0.0476 -3.0635  0.000
C: 3.9547 0.6109 -3.4552  0.000
C: 4.1341 1.9317 -3.0133  0.000
C: 3.2144 2.5300 -2.1891  0.000
H: 1.0222 0.1079 -2.0476  0.000
H: 2.5871 -1.0650 -3.3385  0.000
H: 4.6791 0.1200 -4.0863  0.000
H: 5.0116 2.4854 -3.3198  0.000
H: 3.3528 3.5359 -1.8209  0.000

***

# 4
Below is a 2-piece molecular cluster, C2H4NO2 overall at a distorted geometry, with properties calculated with wB97M-V/def2-TZVPD.

energy relative to the best compared isomer or geometry (same formula, charge and spin)	480.6	kJ/mol
charge	-1
energy	-7720.6310	eV
spin multiplicity	1

Each line ends with the natural charge from an NBO analysis.
Atoms and positions in Å:
C: -0.0695 -0.4792 -0.1195  -0.595
C: 0.1238 0.8525 -0.2590  -0.257
N: 1.9859 2.1252 1.8175  0.246
O: 2.9655 1.8561 1.0599  -0.569
O: 0.8380 1.6563 1.5556  -0.537
H: -0.7399 -0.8135 0.6796  0.158
H: 0.5608 -1.3492 -0.2086  0.177
H: 0.9612 1.1982 -0.9408  0.192
H: -0.6870 1.5593 -0.0715  0.186

***

# 5
Below is C4H8MgO4 as an isolated structure at a distorted geometry, with properties calculated with wB97M-V/def2-TZVPD.

energy relative to the best compared isomer or geometry (same formula, charge and spin)	668.7	kJ/mol
charge	-2
energy	-17906.1743	eV
spin multiplicity	1

Each line ends with the natural charge from an NBO analysis.
Atoms and positions in Å:
Mg: -0.0804 0.1361 0.0914  1.787
O: 0.7429 0.8032 1.3950  -1.007
C: 0.7529 -0.4941 1.9730  -0.159
C: -0.4659 -1.4753 1.4617  -0.147
O: -0.9150 -1.2845 0.1329  -0.990
H: 0.8967 -0.4582 3.0529  0.109
H: 1.7004 -0.9959 1.7766  0.102
H: -1.3554 -1.4664 2.0916  0.099
H: -0.1628 -2.5087 1.6297  0.098
O: -1.0831 1.4350 -0.1244  -0.998
C: -0.4660 1.5996 -1.3965  -0.158
C: 0.1798 0.3443 -2.0493  -0.140
O: 0.8011 -0.5620 -1.1558  -1.001
H: 0.2685 2.3983 -1.2931  0.101
H: -1.0807 2.0842 -2.1551  0.101
H: 0.8553 0.6578 -2.8452  0.102
H: -0.5882 -0.2134 -2.5853  0.102

***

# 6
Below is one molecule with the formula C23H27FN2O4S at a distorted geometry, with properties calculated with wB97M-V/def2-TZVPD.

energy	-49011.7299	eV
SMILES	COc1ccc(N(CC(=O)NCCC2=CCCCC2)S(=O)(=O)c2ccccc2F)cc1
spin multiplicity	1

Each line ends with the natural charge from an NBO analysis.
Atoms and positions in Å:
C: 6.0461 -3.5749 0.7834  -0.252
H: 7.1180 -3.6524 0.6079  0.201
O: 5.6051 -2.5109 -0.0240  -0.492
C: 4.2847 -2.1761 0.0071  0.297
C: 3.3134 -2.8152 0.7677  -0.309
C: 1.9954 -2.3936 0.7140  -0.155
C: 1.6167 -1.3199 -0.0810  0.100
C: 2.5939 -0.6771 -0.8420  -0.217
C: 3.9029 -1.1048 -0.8005  -0.237
H: 4.6593 -0.6105 -1.3887  0.229
H: 2.3388 0.1628 -1.4664  0.232
N: 0.2727 -0.9223 -0.1189  -0.676
S: -0.6579 -1.0649 1.2543  2.324
O: 0.1334 -0.8093 2.4223  -0.928
O: -1.8376 -0.2738 1.0712  -0.933
C: -1.1809 -2.7853 1.3058  -0.433
C: -1.7333 -3.3791 0.1868  0.491
C: -2.1912 -4.6853 0.2194  -0.297
C: -2.0972 -5.3956 1.4045  -0.166
C: -1.5534 -4.8080 2.5368  -0.226
C: -1.0981 -3.5011 2.4868  -0.162
H: -0.6669 -3.0118 3.3463  0.249
H: -1.4869 -5.3658 3.4576  0.226
H: -2.4532 -6.4136 1.4426  0.224
H: -2.6136 -5.1227 -0.6711  0.238
F: -1.8200 -2.6802 -0.9567  -0.319
C: -0.1929 -0.0252 -1.1485  -0.326
H: 0.1092 -0.3964 -2.1311  0.237
H: -1.2843 -0.0241 -1.0976  0.266
C: 0.2694 1.4296 -0.9870  0.683
O: 0.4761 2.1371 -1.9514  -0.640
N: 0.4505 1.8102 0.2908  -0.620
H: 0.1487 1.1901 1.0279  0.397
C: 0.6201 3.1959 0.6580  -0.216
H: 1.0194 3.7089 -0.2195  0.225
H: 1.3409 3.2578 1.4775  0.202
C: -0.7242 3.8177 1.0744  -0.436
C: -1.6810 3.7825 -0.0857  0.028
C: -2.5117 2.7651 -0.2700  -0.204
C: -3.4239 2.6261 -1.4496  -0.433
C: -3.5226 3.9194 -2.2530  -0.391
C: -2.1328 4.5203 -2.4249  -0.396
C: -1.5828 4.9222 -1.0609  -0.442
H: -2.1426 5.7790 -0.6686  0.205
H: -0.5400 5.2315 -1.1585  0.210
H: -2.1694 5.3882 -3.0867  0.201
H: -1.4660 3.7772 -2.8655  0.218
H: -4.1589 4.6321 -1.7227  0.192
H: -3.9781 3.7207 -3.2254  0.205
H: -3.0327 1.8265 -2.0890  0.202
H: -4.4146 2.3090 -1.1121  0.210
H: -2.5418 1.9467 0.4377  0.215
H: -0.5512 4.8459 1.3977  0.212
H: -1.1264 3.2473 1.9143  0.210
H: 1.2591 -2.9072 1.3096  0.206
H: 3.5614 -3.6485 1.4055  0.220
H: 5.8672 -3.3758 1.8449  0.176
H: 5.5657 -4.5184 0.5042  0.174

***

The highest energy belongs to which entry? C2H4NO2